ORCA calculation (ωB97M-V/def2-TZVPD) on C15H31N3O2P2Ti as an isolated structure in a non-equilibrium geometry.

The frontier orbital gap (alpha / beta) comes out at 6.37 / 3.91 eV. As for the spin multiplicity: 4. As for the charge: +1.

The geometry in XYZ format:
```
54
Properties=species:S:1:pos:R:3:nbo_charge:R:1
Ti -0.197 -0.155 -0.701 0.87
P -2.344 -1.429 -0.015 0.35
P -0.428 2.358 -0.483 0.35
N 0.438 -1.983 -1.228 -0.50
N 1.505 0.361 -1.635 -0.61
H 1.935 -2.842 -2.442 0.21
H 3.373 -0.608 -1.899 0.21
H 2.468 -2.415 -0.817 0.22
C 1.815 -2.091 -1.643 -0.25
H 2.259 -0.742 -3.269 0.20
C 2.310 -0.731 -2.164 -0.23
H 0.175 -4.048 -1.113 0.21
H 2.832 1.816 -2.325 0.20
C -0.340 -3.070 -1.039 0.02
C 1.875 1.654 -1.805 0.06
C -1.676 -2.945 -0.688 -0.53
C 1.091 2.705 -1.352 -0.61
H -2.246 -3.870 -0.537 0.24
H 1.425 3.726 -1.523 0.24
H -1.352 3.218 -1.147 0.01
H -0.200 3.061 0.734 0.00
H -3.595 -1.400 -0.706 0.04
H -2.716 -1.858 1.300 0.02
H 0.113 0.691 -3.681 0.19
C -0.930 0.375 -3.818 0.12
C -1.835 1.573 -3.909 -0.63
C -1.035 -0.534 -5.025 -0.64
O -1.304 -0.342 -2.529 -0.77
H -1.648 2.130 -4.833 0.23
H -2.885 1.250 -3.913 0.22
H -1.688 2.266 -3.076 0.22
H -0.294 -1.341 -4.997 0.22
H -2.049 -0.953 -5.120 0.22
H -0.826 0.049 -5.941 0.24
H -1.299 -1.342 -2.564 0.51
O 0.526 -0.253 1.064 -0.68
C 0.335 -0.167 2.323 0.70
C 1.378 -0.646 3.280 -0.50
C 1.922 0.461 4.177 -0.39
C 1.013 0.791 5.358 -0.40
C -0.330 1.390 4.960 -0.41
C -1.217 0.433 4.173 -0.23
N -0.814 0.329 2.760 -0.57
H 0.932 -1.451 3.883 0.23
H 2.189 -1.069 2.679 0.25
H 2.898 0.136 4.562 0.23
H 2.105 1.363 3.581 0.21
H 0.840 -0.115 5.957 0.20
H 1.533 1.499 6.015 0.23
H -0.883 1.662 5.868 0.23
H -0.184 2.320 4.395 0.21
H -1.199 -0.566 4.638 0.20
H -2.255 0.795 4.190 0.23
H -1.514 0.553 2.039 0.42
```